[1]
DFT (ωB97M-V/def2-TZVPD) results for a structure of composition C32H43BeCsF3N5O17S3V at a distorted geometry.

Atoms and positions in Å:
C: 5.193 -4.450 0.742
C: 4.694 -3.111 1.323
N: 4.790 -2.011 0.355
C: 4.457 -0.690 0.965
C: 5.475 -0.225 2.015
C: 3.917 -2.184 -0.750
S: 4.383 -1.553 -2.214
S: 2.370 -2.947 -0.595
C: 1.474 -2.386 -2.072
C: 0.075 -3.031 -2.168
C: -0.998 -1.909 -2.308
C: -1.690 -1.752 -0.967
C: -1.232 -0.822 -0.014
S: 0.139 0.130 -0.445
C: -1.817 -0.626 1.237
C: -1.236 0.393 2.199
C: -0.002 -0.251 2.845
F: 0.759 0.650 3.548
C: -2.933 -1.375 1.578
N: -3.622 -1.234 2.753
C: -3.383 -2.304 0.636
C: -2.792 -2.494 -0.608
C: -3.560 -3.534 -1.364
O: -3.504 -3.813 -2.534
N: -4.435 -4.200 -0.417
C: -3.734 -5.500 -0.167
C: -3.938 -6.091 1.210
C: -5.402 -6.247 1.647
F: -3.164 -5.442 2.179
C: -4.546 -3.286 0.684
O: -5.419 -3.214 1.507
H: 4.654 -5.266 1.222
H: 6.252 -4.570 0.989
H: 5.114 -4.486 -0.347
H: 5.340 -2.880 2.172
H: 3.680 -3.229 1.732
H: 4.443 0.043 0.156
H: 3.449 -0.684 1.403
H: 5.624 0.855 1.999
H: 6.437 -0.740 1.917
H: 5.103 -0.510 3.004
H: 2.065 -2.632 -2.953
H: 1.369 -1.316 -1.945
H: -0.014 -3.801 -2.937
H: -0.145 -3.556 -1.229
H: -1.750 -2.154 -3.056
H: -0.517 -0.975 -2.583
H: -0.251 1.238 -1.205
H: -1.942 0.670 2.981
H: -0.958 1.278 1.621
H: 0.623 -0.698 2.060
H: -0.340 -1.088 3.468
H: -3.551 -0.290 3.121
H: -3.348 -1.905 3.461
H: -2.668 -5.438 -0.418
H: -4.156 -6.224 -0.871
H: -3.530 -7.108 1.161
H: -5.413 -6.129 2.733
H: -6.064 -5.536 1.162
H: -5.711 -7.275 1.444
C: -3.208 2.806 -1.181
C: -3.299 1.500 -0.672
C: -4.476 0.754 -0.821
C: -5.552 1.317 -1.489
C: -5.465 2.622 -2.002
C: -4.306 3.365 -1.850
H: -2.286 3.392 -1.047
H: -2.465 1.078 -0.165
H: -4.544 -0.243 -0.423
H: -6.463 0.747 -1.614
H: -6.311 3.051 -2.521
H: -4.250 4.372 -2.241
Be: -1.306 2.214 -1.899
C: 0.372 3.284 -0.444
O: -0.358 3.089 0.495
O: 1.648 3.675 -0.246
O: -0.025 3.065 -1.698
H: 1.582 3.714 0.726
C: 3.166 6.135 2.309
N: 2.043 6.458 1.391
O: 1.062 5.735 1.435
O: 2.177 7.404 0.647
H: 2.890 5.267 2.896
H: 4.050 5.927 1.699
H: 3.332 6.999 2.945
N: -6.370 0.830 3.142
O: -6.270 0.779 1.866
O: -7.410 0.531 3.730
O: -5.360 1.240 3.749
O: -0.682 -0.812 -5.423
V: -0.590 -2.375 -6.104
O: -0.506 -3.986 -6.570
C: 2.093 5.347 -3.335
O: 3.045 5.079 -2.584
O: 1.195 6.228 -2.721
O: 1.849 4.955 -4.464
H: 1.662 6.366 -1.864
Cs: 7.210 -0.958 -2.104
C: 7.040 4.125 -0.388
C: 6.220 4.748 0.773
O: 6.087 5.993 0.720
O: 5.786 3.936 1.620
H: 7.382 4.887 -1.086
H: 7.908 3.604 0.022
H: 6.415 3.409 -0.926
F: 1.172 8.263 -3.349

The calculation puts the HOMO energy at -0.185 Eh. The value obtained for the LUMO energy is -3.558 eV. As for the frontier orbital gap: 0.0537 hartree. Its spin multiplicity is 1. Its total charge is -1. The total energy comes out at -5270.488992 Ha.


[2]
DFT (ωB97M-V/def2-TZVPD) results for the molecule C7H11BN2O at a distorted geometry.

Atoms and positions in Å:
B: -0.351 -1.460 0.162
C: 0.045 -1.825 -1.256
C: -0.999 1.088 0.262
C: -1.072 -0.179 0.693
C: -0.335 1.588 -0.952
C: 0.631 2.885 -0.814
C: 1.812 2.886 0.028
C: 0.476 -2.410 1.137
N: 0.424 -2.306 -2.227
N: -0.923 -2.771 0.924
O: 2.328 1.714 0.320
H: -1.581 1.985 0.592
H: -1.857 -0.302 1.391
H: 0.341 0.916 -1.488
H: -1.129 1.864 -1.623
H: 1.028 3.084 -1.815
H: -0.068 3.807 -0.454
H: 1.088 -3.077 0.670
H: 0.688 -1.992 2.210
H: -0.876 -3.789 0.457
H: -1.549 -2.695 1.768
H: 1.878 0.991 0.014

The calculation puts the energy relative to the best compared isomer or geometry (same formula, charge and spin) at 327.04 kJ/mol. The calculation puts the HOMO energy at -0.293 Eh. The value obtained for the LUMO energy is 0.030 eV. As for the frontier orbital gap: 0.2943 hartree. Its spin multiplicity is 1. The total energy comes out at -482.770169 Ha.


[3]
DFT (ωB97M-V/def2-TZVPD) results for a structure of composition H6O3 at a distorted geometry.

Atoms and positions in Å:
O: -0.438 0.432 -1.328
H: -0.879 0.420 -0.447
H: -1.115 0.559 -1.984
O: 1.431 -0.197 0.274
H: 1.493 -1.166 0.143
H: 1.153 0.181 -0.583
O: -0.728 -0.195 1.166
H: -1.279 0.083 1.855
H: 0.360 -0.116 0.903

The calculation puts the energy relative to the best compared isomer or geometry (same formula, charge and spin) at 93.59 kJ/mol. The calculation puts the HOMO energy at -0.382 Eh. The value obtained for the LUMO energy is 0.892 eV. As for the frontier orbital gap: 0.4152 hartree. Its spin multiplicity is 1. The total energy comes out at -229.289433 Ha.


[4]
DFT (ωB97M-V/def2-TZVPD) results for a cluster of 10 separate species, C45H91N7O7 in total at a distorted geometry.

Atoms and positions in Å:
C: 16.179 13.550 8.989
C: 16.275 14.833 9.707
C: 14.991 15.145 10.414
C: 17.456 14.869 10.702
C: 17.782 16.225 11.201
C: 18.164 17.092 9.945
C: 16.999 17.153 8.913
C: 15.926 18.149 9.331
C: 17.568 17.612 7.529
N: 16.552 15.812 8.630
O: 15.303 16.010 7.971
H: 16.042 12.726 9.723
H: 15.246 13.634 8.475
H: 16.950 13.307 8.263
H: 14.789 14.289 11.041
H: 15.057 15.974 11.147
H: 14.126 15.235 9.730
H: 17.283 14.180 11.504
H: 18.374 14.483 10.230
H: 17.060 16.705 11.909
H: 18.646 16.104 11.790
H: 19.007 16.591 9.498
H: 18.571 18.121 10.151
H: 14.928 17.908 8.924
H: 16.206 19.094 8.899
H: 15.919 18.262 10.385
H: 18.302 16.891 7.254
H: 17.982 18.621 7.594
H: 16.801 17.524 6.748
H: 15.495 16.048 7.031
C: 12.990 8.652 14.829
C: 12.665 10.056 15.281
C: 11.243 10.449 15.130
C: 10.797 10.560 13.738
N: 10.500 10.501 12.624
H: 12.638 8.465 13.799
H: 12.490 7.940 15.465
H: 14.077 8.561 14.869
H: 13.322 10.898 14.894
H: 12.804 10.130 16.376
H: 11.122 11.441 15.631
H: 10.568 9.746 15.622
C: 13.315 16.163 18.803
C: 13.247 14.688 18.323
C: 12.510 13.856 19.412
C: 12.411 12.427 18.961
N: 12.254 11.366 18.516
H: 13.676 16.110 19.868
H: 12.358 16.682 18.961
H: 13.939 16.878 18.208
H: 14.251 14.407 18.113
H: 12.744 14.430 17.350
H: 11.546 14.240 19.583
H: 12.954 13.922 20.427
C: 13.093 10.996 9.181
C: 12.766 11.672 10.511
C: 13.467 10.957 11.654
C: 14.854 10.529 11.395
N: 15.919 10.131 11.233
H: 12.701 11.492 8.332
H: 12.727 9.976 9.182
H: 14.133 10.929 8.972
H: 11.686 11.644 10.830
H: 13.166 12.714 10.486
H: 12.961 10.034 11.913
H: 13.414 11.651 12.479
C: 16.663 11.194 16.243
C: 16.595 12.774 16.130
C: 16.747 13.319 14.619
C: 15.474 13.267 14.056
N: 14.429 13.165 13.650
H: 16.141 10.814 17.164
H: 17.693 10.813 16.241
H: 16.152 10.714 15.477
H: 17.396 13.306 16.741
H: 15.655 13.157 16.572
H: 17.641 12.794 14.137
H: 16.979 14.338 14.756
C: 10.003 16.794 12.084
C: 11.523 16.687 11.918
C: 12.118 15.581 12.913
C: 11.977 16.013 14.302
N: 12.020 16.496 15.352
H: 9.666 16.668 13.096
H: 9.511 16.044 11.497
H: 9.666 17.720 11.693
H: 11.973 17.624 12.238
H: 11.841 16.408 10.921
H: 13.137 15.383 12.729
H: 11.613 14.584 12.704
C: 19.223 8.646 18.546
C: 20.302 9.796 18.604
C: 20.352 10.557 19.946
C: 19.285 11.617 20.006
N: 18.509 12.455 20.170
H: 18.215 9.044 18.362
H: 19.170 8.228 19.563
H: 19.431 7.900 17.777
H: 20.223 10.558 17.866
H: 21.258 9.238 18.397
H: 21.215 11.155 20.156
H: 20.348 9.893 20.800
C: 20.398 6.576 14.440
O: 20.079 7.613 15.399
C: 19.075 8.562 15.083
C: 19.409 9.592 14.062
O: 20.149 10.730 14.603
C: 21.501 10.381 14.795
H: 21.275 6.074 14.842
H: 20.766 7.041 13.538
H: 19.602 5.870 14.301
H: 18.818 9.035 16.077
H: 18.245 7.944 14.787
H: 18.392 9.911 13.656
H: 19.905 9.121 13.216
H: 21.675 9.782 15.679
H: 21.989 11.344 14.959
H: 22.038 9.900 13.912
C: 20.276 11.985 10.818
O: 20.888 13.100 11.524
C: 20.077 13.582 12.527
C: 20.827 14.409 13.490
O: 19.887 15.247 14.111
C: 20.531 16.082 15.068
H: 21.062 11.678 10.143
H: 19.391 12.387 10.249
H: 20.043 11.250 11.591
H: 19.610 12.711 12.947
H: 19.258 14.083 12.105
H: 21.542 15.003 13.008
H: 21.365 13.743 14.246
H: 20.848 15.437 15.880
H: 19.821 16.736 15.474
H: 21.375 16.567 14.574
C: 16.905 17.909 14.417
O: 16.306 16.642 14.807
C: 15.457 16.543 15.913
C: 16.306 16.134 17.103
O: 17.113 17.201 17.460
C: 17.841 16.899 18.683
H: 17.656 17.735 13.617
H: 17.469 18.351 15.260
H: 16.213 18.642 14.036
H: 14.737 15.722 15.781
H: 14.809 17.404 16.089
H: 17.000 15.326 16.820
H: 15.678 15.783 17.889
H: 18.380 15.946 18.535
H: 17.120 16.715 19.480
H: 18.592 17.723 18.793

The calculation puts the HOMO energy at -0.311 Eh. The value obtained for the LUMO energy is 0.537 eV. Its structure (SMILES) is CC1(C)CCCC(C)(C)N1O.CCCC#N.CCCC#N.CCCC#N.CCCC#N.CCCC#N.CCCC#N.COCCOC.COCCOC.COCCOC. As for the frontier orbital gap: 0.3309 hartree. Its spin multiplicity is 1. The total energy comes out at -2678.860870 Ha.